{"formula": "C31H38F4NO5PTi", "method": "ωB97M-V with the def2-TZVPD basis set", "total_charge": 2, "lumo_ev": -6.821, "mol_weight_g_mol": 659.48, "fmax_ha_per_bohr": 0.011, "e_tot_ha": -3225.062129, "elements": ["Ti", "C", "C", "C", "C", "C", "C", "C", "C", "C", "C", "C", "C", "H", "H", "H", "H", "H", "H", "H", "H", "H", "H", "H", "H", "H", "H", "H", "H", "H", "H", "C", "C", "C", "C", "C", "C", "C", "F", "C", "C", "C", "O", "C", "C", "N", "C", "C", "O", "O", "H", "H", "H", "H", "H", "H", "H", "H", "H", "H", "H", "C", "P", "C", "C", "H", "H", "H", "H", "H", "H", "H", "H", "H", "F", "C", "F", "F", "C", "O", "O"], "positions_angstrom": [[-1.243, -0.846, 0.284], [-4.932, -1.351, 0.568], [-3.757, -1.337, -0.367], [-3.063, -2.542, -0.609], [-3.504, -3.831, 0.017], [-1.946, -2.545, -1.460], [-1.215, -3.830, -1.705], [-1.545, -1.350, -2.107], [-0.379, -1.406, -3.058], [-2.244, -0.149, -1.885], [-1.807, 1.086, -2.629], [-3.379, -0.150, -1.030], [-4.323, 1.024, -0.937], [-4.681, -1.881, 1.484], [-5.770, -1.873, 0.099], [-5.276, -0.357, 0.827], [-2.800, -4.155, 0.786], [-3.540, -4.613, -0.741], [-4.484, -3.757, 0.473], [-1.137, -4.422, -0.796], [-0.212, -3.674, -2.085], [-1.767, -4.420, -2.442], [0.535, -1.718, -2.548], [-0.190, -0.458, -3.546], [-0.577, -2.147, -3.833], [-2.308, 1.985, -2.292], [-2.019, 0.971, -3.694], [-0.737, 1.246, -2.515], [-4.471, 1.363, 0.086], [-5.299, 0.700, -1.303], [-4.021, 1.871, -1.540], [6.260, -1.017, -0.151], [5.684, 0.379, -0.012], [6.281, 1.356, -1.006], [5.772, 2.759, -0.733], [4.270, 2.783, -0.699], [3.584, 3.946, -0.949], [2.187, 3.965, -0.948], [1.572, 5.119, -1.196], [1.449, 2.844, -0.720], [2.121, 1.635, -0.463], [1.376, 0.429, -0.230], [0.072, 0.501, -0.246], [2.085, -0.740, -0.014], [3.476, -0.697, 0.012], [4.181, 0.400, -0.169], [3.528, 1.607, -0.441], [1.464, -2.080, 0.172], [2.106, -3.083, 0.282], [0.123, -2.071, 0.150], [7.345, -0.929, -0.113], [5.994, -1.468, -1.109], [5.969, -1.687, 0.656], [5.870, 0.749, 1.001], [6.029, 1.040, -2.023], [7.365, 1.320, -0.912], [6.125, 3.458, -1.491], [6.160, 3.112, 0.227], [4.123, 4.861, -1.161], [0.370, 2.877, -0.744], [4.005, -1.619, 0.201], [-0.407, 1.925, 2.618], [-1.835, 1.363, 1.642], [-3.175, 1.258, 2.863], [-2.210, 2.868, 0.670], [-0.673, 2.884, 3.067], [0.456, 2.070, 1.968], [-0.150, 1.215, 3.398], [-3.257, 2.213, 3.385], [-2.976, 0.476, 3.596], [-4.124, 1.034, 2.378], [-3.273, 3.097, 0.695], [-1.901, 2.763, -0.367], [-1.668, 3.707, 1.107], [-2.642, -2.060, 4.545], [-1.420, -2.286, 4.059], [-1.238, -3.597, 3.932], [-0.520, -1.787, 4.891], [-1.296, -1.618, 2.676], [-0.329, -0.899, 2.382], [-2.217, -1.812, 1.822]]}

{"formula": "C31H39BBr2F2N7O2SSiZr", "method": "ωB97M-V with the def2-TZVPD basis set", "total_charge": 1, "lumo_ev": -2.959, "mol_weight_g_mol": 901.69, "fmax_ha_per_bohr": 0.066, "e_tot_ha": -7846.013141, "elements": ["Zr", "N", "N", "C", "N", "S", "H", "H", "H", "H", "H", "C", "C", "C", "C", "C", "C", "Br", "C", "C", "Br", "C", "O", "C", "N", "H", "H", "H", "H", "H", "H", "C", "Si", "C", "N", "C", "C", "C", "C", "C", "C", "C", "C", "C", "C", "C", "C", "C", "C", "C", "C", "C", "H", "H", "H", "H", "H", "H", "H", "H", "H", "H", "H", "H", "H", "H", "H", "H", "H", "H", "H", "H", "H", "H", "H", "H", "F", "B", "F", "N", "C", "N", "O", "H", "H", "H", "H"], "positions_angstrom": [[0.405, -0.065, -0.740], [2.274, -0.215, 0.075], [1.737, -0.181, -2.579], [1.851, 1.070, -2.945], [2.942, 1.596, -3.550], [0.555, 2.124, -2.606], [3.001, 0.474, -0.120], [2.790, -1.072, 0.269], [2.566, -0.728, -2.831], [3.702, 1.024, -3.881], [2.901, 2.553, -3.861], [2.459, 3.111, 0.511], [0.984, 3.272, 0.361], [0.440, 4.570, 0.276], [-0.902, 4.750, 0.100], [-1.743, 3.619, 0.054], [-3.150, 3.655, -0.077], [-4.059, 5.322, -0.129], [-3.884, 2.499, -0.183], [-3.245, 1.260, -0.124], [-4.240, -0.327, -0.406], [-1.878, 1.138, 0.102], [-1.265, -0.002, 0.284], [-1.116, 2.352, 0.142], [0.231, 2.189, 0.262], [2.898, 4.034, 0.880], [2.897, 2.889, -0.464], [2.688, 2.303, 1.203], [1.107, 5.415, 0.334], [-1.322, 5.738, -0.007], [-4.956, 2.539, -0.303], [0.687, -0.071, 2.589], [-0.296, -1.714, 2.487], [0.472, -2.683, 0.974], [0.058, -2.318, -0.394], [0.946, -2.946, -1.399], [0.846, -4.479, -1.468], [-0.614, -4.940, -1.602], [-1.537, -3.739, -1.765], [-1.350, -2.764, -0.606], [0.379, -2.663, 4.006], [0.651, -4.028, 4.029], [1.137, -4.651, 5.165], [1.374, -3.917, 6.313], [1.085, -2.562, 6.326], [0.583, -1.955, 5.190], [-2.175, -1.970, 2.656], [-3.123, -0.952, 2.700], [-4.456, -1.222, 2.962], [-4.875, -2.520, 3.192], [-3.951, -3.551, 3.143], [-2.623, -3.277, 2.881], [1.204, 0.047, 1.608], [1.514, -0.208, 3.290], [0.269, -3.750, 1.126], [1.558, -2.572, 1.062], [1.983, -2.673, -1.167], [0.694, -2.521, -2.379], [1.309, -4.922, -0.586], [1.434, -4.810, -2.325], [-0.910, -5.494, -0.711], [-0.723, -5.613, -2.453], [-2.574, -4.071, -1.761], [-1.360, -3.245, -2.720], [-1.694, -3.266, 0.300], [-1.984, -1.892, -0.764], [0.487, -4.626, 3.146], [1.337, -5.712, 5.154], [1.774, -4.396, 7.194], [1.256, -1.980, 7.221], [0.342, -0.902, 5.221], [-2.821, 0.067, 2.534], [-5.170, -0.411, 2.994], [-5.911, -2.727, 3.417], [-4.265, -4.568, 3.324], [-1.913, -4.090, 2.876], [-1.264, 1.589, 2.823], [0.025, 1.292, 2.901], [0.753, 2.341, 3.261], [-2.358, 1.024, -3.400], [-1.533, -0.037, -3.439], [-1.379, -0.654, -4.625], [-0.980, -0.481, -2.414], [-2.710, 1.446, -4.242], [-2.369, 1.580, -2.558], [-1.818, -0.320, -5.464], [-0.782, -1.463, -4.686]]}

{"formula": "C31H39BCl3CrF4N7O2S2Si", "method": "ωB97M-V with the def2-TZVPD basis set", "total_charge": 1, "lumo_ev": [-3.076, -3.101], "mol_weight_g_mol": 879.08, "fmax_ha_per_bohr": 0.014, "e_tot_ha": -5673.930253, "multiplicity": 4, "elements": ["Cr", "N", "C", "C", "C", "C", "C", "C", "C", "C", "N", "C", "H", "H", "H", "H", "H", "H", "H", "H", "Cl", "Si", "Cl", "Cl", "C", "O", "C", "C", "C", "C", "C", "C", "N", "C", "C", "C", "C", "C", "C", "C", "O", "H", "H", "H", "H", "H", "H", "H", "H", "H", "H", "H", "H", "H", "F", "B", "F", "F", "F", "C", "C", "N", "C", "S", "N", "C", "C", "H", "H", "H", "H", "H", "H", "H", "H", "H", "H", "H", "H", "S", "C", "N", "C", "C", "N", "H", "H", "H", "H", "H", "H"], "positions_angstrom": [[0.872, 0.632, 0.624], [1.082, -0.270, 2.600], [-0.213, -0.432, 3.220], [-0.436, -1.177, 4.337], [-1.727, -1.245, 4.908], [-2.758, -0.538, 4.360], [-2.551, 0.234, 3.191], [-3.567, 1.003, 2.575], [-3.287, 1.706, 1.444], [-1.997, 1.618, 0.886], [-1.031, 0.910, 1.427], [-1.280, 0.251, 2.604], [1.635, -1.117, 2.669], [1.607, 0.479, 3.051], [0.391, -1.702, 4.802], [-1.883, -1.839, 5.798], [-3.744, -0.555, 4.807], [-4.554, 1.029, 3.020], [-4.028, 2.319, 0.952], [-1.775, 2.132, -0.035], [1.722, 0.392, -3.007], [0.666, 1.613, -1.638], [-1.235, 1.689, -2.494], [1.480, 3.489, -2.029], [-4.286, -4.293, 1.447], [-4.303, -3.746, 0.144], [-5.359, -4.021, -0.661], [-6.417, -4.844, -0.278], [-7.491, -5.085, -1.121], [-7.518, -4.494, -2.373], [-6.465, -3.682, -2.752], [-5.375, -3.428, -1.923], [-4.386, -2.587, -2.497], [-3.236, -1.914, -2.067], [-0.699, -2.003, -1.977], [-0.796, -4.307, -3.632], [0.635, -4.546, -3.181], [1.447, -3.954, -2.284], [1.385, -2.840, -1.305], [0.454, -1.891, -1.069], [0.418, -1.070, -0.059], [-5.157, -3.977, 2.025], [-3.386, -3.910, 1.919], [-4.247, -5.385, 1.426], [-6.400, -5.302, 0.700], [-8.298, -5.726, -0.793], [-8.341, -4.660, -3.054], [-6.480, -3.227, -3.738], [-4.800, -2.078, -3.261], [-3.030, -1.106, -2.761], [-0.978, -4.978, -4.475], [1.102, -5.382, -3.691], [2.417, -4.438, -2.232], [2.197, -2.839, -0.584], [-0.030, 3.117, 3.072], [0.638, 3.504, 1.936], [1.479, 2.262, 1.548], [1.570, 4.482, 2.131], [-0.197, 3.724, 0.859], [6.131, -0.091, 2.782], [6.228, -0.027, 1.268], [5.639, 1.196, 0.720], [4.352, 1.376, 0.411], [3.271, 0.026, 0.479], [3.976, 2.577, 0.005], [4.845, 3.748, -0.135], [5.093, 4.489, 1.172], [6.630, -0.984, 3.158], [5.086, -0.120, 3.094], [6.602, 0.778, 3.245], [5.728, -0.875, 0.808], [7.267, -0.046, 0.942], [6.218, 2.020, 0.739], [2.988, 2.721, -0.145], [4.351, 4.398, -0.855], [5.779, 3.432, -0.606], [4.149, 4.744, 1.646], [5.647, 5.408, 0.980], [5.670, 3.892, 1.883], [-2.777, -1.391, -0.353], [-2.011, -2.547, -1.516], [-1.945, -3.951, -1.341], [-1.878, -4.701, -2.598], [-1.014, -2.883, -4.195], [-0.408, -1.962, -3.229], [-1.227, -4.214, -0.677], [-2.851, -4.614, -3.089], [-1.746, -5.749, -2.337], [-2.071, -2.666, -4.342], [-0.498, -2.735, -5.140], [0.515, -1.584, -3.445]]}

{"formula": "C31H39BN2O6", "method": "ωB97M-V with the def2-TZVPD basis set", "total_charge": 0, "lumo_ev": -0.965, "mol_weight_g_mol": 546.47, "fmax_ha_per_bohr": 0.048, "e_tot_ha": -1790.594489, "elements": ["C", "C", "N", "C", "C", "C", "C", "C", "C", "C", "C", "C", "C", "C", "C", "C", "N", "C", "C", "C", "C", "C", "C", "C", "C", "C", "C", "H", "H", "H", "H", "H", "H", "H", "H", "H", "H", "H", "H", "H", "H", "H", "H", "H", "H", "H", "H", "H", "H", "H", "H", "H", "H", "H", "H", "H", "C", "C", "O", "B", "H", "O", "C", "C", "O", "O", "C", "C", "O", "O", "H", "H", "H", "H", "H", "H", "H", "H", "H"], "positions_angstrom": [[4.875, -3.719, -1.129], [5.779, -2.903, -0.222], [5.320, -1.528, -0.140], [6.325, -0.582, 0.331], [5.922, 0.860, 0.103], [4.526, 1.125, 0.664], [3.547, 0.076, 0.249], [3.985, -1.223, -0.146], [2.997, -2.220, -0.430], [1.662, -1.872, -0.429], [1.185, -0.599, -0.019], [-0.243, -0.394, 0.120], [-0.765, 0.905, 0.446], [-1.914, 1.020, 1.272], [-2.424, 2.249, 1.681], [-1.687, 3.439, 1.394], [-2.153, 4.657, 1.813], [-3.521, 4.796, 2.291], [-3.891, 3.628, 3.180], [-3.753, 2.333, 2.389], [-1.521, 5.903, 1.398], [-0.028, 5.751, 1.226], [0.290, 4.589, 0.270], [-0.522, 3.359, 0.575], [-0.165, 2.135, 0.036], [2.197, 0.341, 0.349], [3.436, -3.638, -0.629], [4.947, -3.320, -2.151], [5.217, -4.755, -1.145], [5.808, -3.352, 0.795], [6.820, -2.885, -0.588], [6.528, -0.747, 1.404], [7.257, -0.815, -0.200], [6.643, 1.516, 0.597], [5.933, 1.081, -0.974], [4.561, 1.140, 1.767], [4.182, 2.118, 0.346], [0.909, -2.588, -0.754], [-0.814, -1.279, 0.523], [-2.420, 0.097, 1.588], [-3.601, 5.759, 2.816], [-4.205, 4.828, 1.420], [-3.213, 3.609, 4.044], [-4.908, 3.765, 3.557], [-4.581, 2.253, 1.642], [-3.854, 1.459, 3.063], [-1.972, 6.241, 0.446], [-1.764, 6.664, 2.153], [0.384, 6.688, 0.845], [0.443, 5.564, 2.199], [0.110, 4.915, -0.779], [1.375, 4.355, 0.333], [0.629, 2.126, -0.705], [1.955, 1.328, 0.748], [2.762, -4.135, -1.333], [3.353, -4.164, 0.340], [-5.466, -1.711, 0.592], [-4.177, -1.402, -0.149], [-3.506, -2.462, -0.604], [-2.325, -2.122, -1.493], [-1.410, -1.161, -0.974], [-1.667, -3.394, -1.804], [-1.092, -4.119, -0.829], [-0.907, -5.571, -1.253], [-0.739, -3.664, 0.258], [-2.839, -1.585, -2.771], [-2.536, -2.164, -3.964], [-3.794, -2.665, -4.657], [-1.410, -2.268, -4.395], [-3.802, -0.238, -0.322], [-5.382, -2.570, 1.276], [-5.739, -0.805, 1.149], [-6.299, -1.880, -0.112], [-1.754, -5.892, -1.885], [0.038, -5.678, -1.820], [-0.818, -6.208, -0.370], [-4.671, -2.437, -4.030], [-3.907, -2.203, -5.639], [-3.738, -3.751, -4.844]]}